No. 1
This record from the Open Molecules 2025 dataset describes a molecular structure, C11H19ClIN3O3PPt. The level of theory is ωB97M-V with the def2-TZVPD basis set.

Structure (XYZ):
```
40
Properties=species:S:1:pos:R:3:forces:R:3
C 1.37356 -2.44895 -1.22962 -0.4 0.4 -0.9
C 2.82603 -1.83880 -1.20793 3.1 -4.9 -1.9
H 1.28027 -3.47871 -1.67077 1.3 0.9 0.0
H 0.74799 -1.82422 -1.87031 0.0 0.2 0.3
H 0.89862 -2.61178 -0.27670 0.1 0.6 0.5
O 3.73551 -2.65155 -1.45979 -2.7 3.1 1.2
I 4.31116 -0.10269 -1.33984 -1.0 -0.7 0.3
Pt -1.33080 0.64641 0.35096 -0.5 -0.6 -1.9
P -0.43998 0.72500 -2.11527 -0.4 0.6 -2.7
C 1.13724 1.07016 -3.05605 0.6 -1.2 -0.3
C -1.20522 -0.41073 -3.36613 -0.3 -0.2 0.8
H -2.30615 2.22340 -2.36338 0.4 0.3 -0.2
H -0.97209 2.67095 -3.51087 0.0 -0.1 0.1
H -0.85143 3.04418 -1.76680 0.1 0.6 0.1
C -1.21574 2.34269 -2.50029 -0.9 -0.8 0.7
H -2.19922 -0.70575 -3.01927 0.2 0.0 -0.3
H -1.27811 0.07144 -4.34793 0.1 0.2 0.3
H 0.96433 1.05126 -4.18241 -0.2 0.2 1.5
H 1.90316 0.28607 -2.87394 -0.5 0.5 -0.2
H -0.59227 -1.30348 -3.47624 0.0 -0.1 -0.1
H 1.54466 2.02759 -2.75963 0.1 0.2 0.0
C 0.40859 1.24874 1.01620 2.9 -1.3 0.7
O 1.45555 0.82645 1.29105 -2.2 1.6 -0.6
Cl -3.22408 -0.21347 -0.78142 0.6 0.6 1.1
C -2.45707 0.49530 5.31644 1.0 0.4 1.3
N -1.44152 -0.25751 4.54162 0.1 0.2 1.0
C -0.51938 -1.05778 5.12001 -1.7 1.3 -0.4
C 0.29580 -1.80752 4.30610 0.9 -0.5 0.5
C 0.09932 -1.69641 2.89544 -0.3 0.1 -2.6
N -0.81161 -0.89226 2.33064 1.0 -0.3 0.8
C -1.45873 -0.03325 3.15291 -0.6 2.0 -0.9
O -1.97048 1.02356 2.72337 0.3 -2.4 1.2
N 0.89892 -2.36254 2.00833 2.0 -1.4 1.7
H -2.37508 0.08272 6.33231 -0.5 0.3 -0.3
H -3.41644 0.36722 4.86168 -0.6 -0.4 -0.2
H -2.28925 1.59813 5.34720 0.4 -0.8 -0.2
H -0.48855 -1.02862 6.19846 0.1 -0.2 0.2
H 1.14961 -2.36566 4.73928 -0.7 0.2 -0.4
H 1.50851 -3.14539 2.43428 -1.2 1.8 -0.9
H 1.43198 -1.77922 1.34468 -0.8 -0.4 0.5
```
Positions in Å, forces in eV/Å.

Output
* electronic energy: -2037.82681 Eh
* <S²>: 6.0786
* total charge: +3
* spin multiplicity: 5

No. 2
This record from the Open Molecules 2025 dataset describes a molecular structure, C11H19ClIrN6O10P2. The level of theory is ωB97M-V with the def2-TZVPD basis set.

Structure (XYZ):
```
50
Properties=species:S:1:pos:R:3:forces:R:3
Ir -0.10172 0.20033 -0.16239 -0.2 2.5 0.2
N 3.09212 -3.57260 0.66507 -0.1 0.0 -0.4
C 1.97061 -2.55648 0.64171 0.5 -0.5 1.0
C 1.10188 -2.72819 1.83872 0.0 0.2 0.1
P 2.81314 -0.82962 0.59644 0.5 1.2 -0.7
O 3.18011 -0.49898 -0.90269 0.2 -0.1 0.1
O 3.98859 -1.14316 1.43435 -0.3 -0.4 0.3
O 1.75145 0.17870 0.97260 -1.0 -1.0 -0.6
P 1.18948 -2.60204 -1.15667 -0.3 0.2 -1.1
O 0.05003 -3.64666 -0.98198 0.0 0.0 0.1
O 2.37014 -3.13145 -1.86302 0.0 -0.1 0.2
O 0.64698 -1.22140 -1.51812 0.1 0.9 1.0
H 3.90083 -3.12274 1.11994 0.0 -0.1 0.0
H 3.30653 -3.80143 -0.32416 0.1 -0.1 0.1
H 2.84615 -4.42814 1.16934 -0.1 0.0 0.0
H 1.71838 -2.82898 2.73946 0.0 -0.1 0.0
H 0.46444 -3.61562 1.76079 0.1 0.0 -0.1
H 0.45915 -1.86557 1.98263 -0.1 0.0 0.0
H 3.85794 -1.04743 -1.32492 0.0 0.0 0.0
H -0.85214 -3.27131 -0.89285 0.0 0.1 0.1
N 3.93744 3.54664 -1.57754 0.1 -0.1 0.0
C 2.77967 3.40681 -0.91863 -0.8 0.0 0.1
C 1.90718 2.31076 -1.13226 0.4 0.2 -0.3
N 0.77516 2.22824 -0.45556 0.0 -2.2 -0.2
C 0.42792 3.16831 0.42411 -0.2 0.2 0.3
C 1.29081 4.23629 0.62746 0.1 -0.4 -0.4
N 2.42930 4.33512 -0.02999 0.5 0.5 0.2
H 4.24465 2.88340 -2.26487 0.0 0.0 0.0
H 4.52001 4.34291 -1.37641 0.0 0.0 0.0
H 2.16050 1.52909 -1.83329 -0.1 -0.1 0.1
H -0.51482 3.09547 0.94123 0.0 -0.1 0.0
H 1.05335 5.01721 1.33852 0.0 0.0 0.0
N -6.00182 0.78476 -0.31007 0.2 0.0 0.0
C -4.69340 1.01783 -0.34246 0.0 0.0 0.0
C -3.94167 0.86936 -1.53117 -0.1 0.1 0.0
C -2.58895 0.99904 -1.48711 -0.1 0.2 -0.1
N -1.91495 1.29593 -0.34170 0.4 -0.9 -0.1
C -2.64434 1.53748 0.78551 -0.2 -0.1 0.0
C -3.99468 1.42875 0.82142 0.0 0.2 -0.1
H -6.48416 0.44278 -1.12441 -0.1 0.0 0.0
H -6.50788 0.83056 0.55871 -0.1 0.0 -0.1
H -4.43388 0.64013 -2.46590 0.0 0.0 0.0
H -1.99297 0.87641 -2.38196 0.0 -0.1 0.0
H -2.09705 1.81764 1.67486 0.0 -0.1 0.0
H -4.52756 1.61842 1.74277 0.0 0.1 0.0
O -1.89063 -3.06670 1.48070 -0.1 0.0 0.0
Cl -2.23427 -1.77868 0.99826 -0.1 0.1 0.4
O -3.59522 -1.45382 1.16547 0.0 -0.2 0.0
O -1.37748 -0.75522 1.64608 0.1 -0.1 0.3
O -1.84436 -1.67217 -0.42604 0.4 0.1 -0.3
```
Positions in Å, forces in eV/Å.

Output
* relative energy (zero: lowest compared OMol25 entry of this formula, charge and spin): 111.9 kcal per mole
* <S²>: 0.7574
* total charge: +2
* spin multiplicity: 2

No. 3
This record from the Open Molecules 2025 dataset describes a molecular structure, C11H19ClIrN6O10P2. The level of theory is ωB97M-V with the def2-TZVPD basis set.

Structure (XYZ):
```
50
Properties=species:S:1:pos:R:3:forces:R:3
Ir 0.27733 -0.50016 0.09471 -0.1 -1.6 -1.3
N -4.68804 0.67752 -0.30859 0.0 0.0 0.1
C -3.34230 0.17390 -0.78537 0.2 -0.1 0.2
C -3.33946 0.01244 -2.29907 0.0 0.1 0.0
P -2.11731 1.44365 -0.22774 -0.7 0.2 0.7
O -1.79538 1.08415 1.30008 0.3 -0.1 0.5
O -2.76382 2.76831 -0.28847 0.1 0.0 -0.6
O -0.83070 1.01147 -0.89740 0.9 0.3 0.0
P -2.95094 -1.34947 0.17964 0.1 0.1 -0.3
O -3.54314 -2.51727 -0.71617 0.0 0.0 0.0
O -3.60061 -1.20561 1.49415 0.1 0.0 0.0
O -1.40753 -1.52467 0.03213 -0.6 0.3 0.4
H -4.64684 1.70792 -0.26122 0.0 0.0 0.0
H -4.86649 0.28220 0.62843 0.0 0.0 0.0
H -5.44642 0.39865 -0.93307 0.0 0.0 0.0
H -3.49816 0.96980 -2.79840 0.0 0.0 0.0
H -4.10945 -0.69430 -2.61147 0.0 0.0 0.0
H -2.37831 -0.38106 -2.62252 0.0 0.0 0.0
H -2.42450 1.30470 1.99653 -0.1 0.0 -0.1
H -3.96750 -3.22401 -0.21061 0.0 0.0 0.0
N 3.86677 5.50877 -0.55077 0.0 0.0 0.0
C 2.75324 4.98077 -0.09413 -0.1 -0.2 0.0
C 2.35156 3.64021 -0.45168 0.2 0.2 0.0
N 1.26105 3.10948 0.04240 -0.1 -0.1 0.1
C 0.53415 3.86308 0.86087 0.0 0.1 0.0
C 0.91262 5.20937 1.18682 -0.1 -0.1 0.0
N 1.99830 5.74934 0.72690 0.1 0.2 0.1
H 4.49100 5.00822 -1.16862 0.0 0.0 0.0
H 4.10909 6.45481 -0.27433 0.0 0.0 0.0
H 2.95035 3.05180 -1.13959 0.0 0.0 0.0
H -0.36852 3.43016 1.27421 0.0 0.0 0.0
H 0.28728 5.80880 1.83853 0.0 0.0 0.0
N 2.40909 -6.25447 0.27401 0.0 0.0 0.0
C 1.96384 -4.99164 0.25501 0.0 0.0 0.0
C 1.89094 -4.25459 -0.94483 0.0 0.0 0.0
C 1.43969 -2.96614 -0.91910 0.0 0.0 0.0
N 1.05886 -2.35396 0.21814 0.0 0.0 0.3
C 1.10609 -3.04884 1.37118 0.0 0.0 0.0
C 1.54281 -4.34123 1.43217 0.0 0.0 0.0
H 2.71304 -6.71268 -0.56702 0.0 0.0 0.0
H 2.46523 -6.77382 1.13247 0.0 0.0 0.0
H 2.18886 -4.69474 -1.88606 0.0 0.0 0.0
H 1.37967 -2.38257 -1.82792 0.0 0.0 0.0
H 0.78281 -2.52882 2.26174 0.0 0.0 0.0
H 1.56392 -4.85115 2.38512 0.0 0.0 0.0
O 2.19882 0.00374 -0.56782 -0.2 0.4 -0.9
Cl 2.86378 -0.02308 0.75333 -0.3 0.4 1.7
O 3.66713 -1.14965 0.95734 0.0 0.0 -0.3
O 3.49670 1.19782 1.03861 0.1 0.0 -0.1
O 1.56134 -0.12714 1.61745 0.3 0.0 -0.4
```
Positions in Å, forces in eV/Å.

Output
* relative energy (zero: lowest compared OMol25 entry of this formula, charge and spin): 35.2 kcal per mole
* <S²>: 0.7793
* total charge: +2
* spin multiplicity: 2

Largest force on an atom / eV/Å: 6.127; 2.530; 2.049